[1]
C61H56Cl2N5O7S2 | ωB97M-V/def2-TZVPD

Each line ends with the Mulliken charge.
Cartesian coordinates (Å):
O: 8.361 0.131 14.893  -0.660
H: -2.376 4.029 -9.989  0.226
H: -2.932 6.906 -7.780  0.450
H: -3.311 6.269 -3.238  0.432
H: -2.399 4.344 -6.169  -0.067
H: -0.703 5.411 -4.104  0.401
C: -4.047 5.033 -7.982  -0.477
C: 1.616 1.810 7.392  -0.559
C: -1.502 5.032 -3.450  -1.171
H: -1.360 5.378 -2.422  0.306
C: 2.035 -0.563 3.825  0.207
N: -2.875 3.358 -9.420  -0.458
C: -1.186 -4.655 -1.884  -0.899
H: -4.953 -0.827 0.392  0.370
C: -1.412 0.136 -12.962  -1.047
H: 7.277 5.826 13.158  0.401
C: 2.724 2.374 8.002  -0.551
N: -2.088 1.323 -10.404  -0.203
C: 0.771 -0.423 4.402  0.143
H: 7.909 4.923 15.374  0.401
N: -3.705 3.671 -8.421  0.366
H: 6.934 -0.304 9.377  0.545
C: -1.826 -7.122 -4.735  0.176
H: -3.531 -0.076 -4.851  0.482
S: -5.213 0.919 -3.465  -0.213
H: -1.300 -0.973 4.295  0.504
S: -3.474 2.536 -1.662  -0.126
H: -1.201 -6.404 -6.659  0.473
N: -3.896 -0.100 -1.290  0.107
H: -1.325 0.835 -0.410  0.359
C: -2.113 5.387 -6.393  -0.055
H: -1.486 1.226 -12.870  0.236
H: -1.030 -3.676 0.017  0.638
C: 8.032 0.572 13.811  0.530
C: -1.369 -4.558 -0.513  -0.139
H: 7.422 -2.708 9.631  0.409
Cl: -2.390 -1.155 -9.194  -0.131
C: -2.215 -6.836 -1.861  0.136
H: -4.921 2.972 -5.953  0.079
C: -4.113 0.854 -4.923  -0.482
C: -1.964 -8.403 -6.764  -0.474
H: -1.967 5.610 -8.522  0.304
H: -4.604 4.913 -7.048  0.330
C: 0.579 0.420 5.613  0.555
Cl: -1.751 -2.366 -11.878  -0.166
O: -0.530 0.584 6.082  -0.672
C: -2.818 2.028 -9.542  0.485
C: 3.993 2.181 7.465  -0.394
C: -0.323 -1.071 3.841  -0.816
H: 3.166 -1.425 2.219  0.485
O: -0.952 -4.939 -4.654  -0.705
C: 7.771 4.253 14.535  -0.463
H: -2.890 -7.532 0.053  0.485
H: -2.142 -5.510 1.251  0.451
O: -3.162 -8.986 -1.955  -0.653
H: -2.760 -10.389 -6.568  0.405
H: 2.602 2.963 8.903  0.422
H: -1.804 -8.488 -7.831  0.403
H: -3.451 -0.116 2.138  0.327
H: -0.706 -3.848 -2.422  0.510
C: 7.787 2.028 13.627  0.198
C: 1.095 -1.965 2.115  -0.341
C: 7.180 1.624 11.230  0.497
H: -2.648 -1.757 -1.595  0.381
C: 7.959 2.891 14.703  -0.582
C: 3.043 0.870 5.688  0.302
H: -2.075 -0.179 -13.776  0.333
C: -2.635 -8.079 -2.564  0.626
H: -1.486 1.841 -11.030  0.309
C: -4.288 0.010 0.138  -0.896
H: -4.880 0.932 0.234  0.424
H: 5.139 1.289 5.890  0.486
H: 8.495 -2.072 13.725  0.474
H: -2.088 7.228 -5.200  0.304
C: -1.991 -5.591 0.182  -0.595
H: -5.976 0.445 -5.980  0.530
H: -3.611 4.749 -4.111  0.129
H: -3.370 1.668 -4.970  0.257
C: -5.108 2.282 -6.787  -0.441
N: -3.640 1.529 -8.620  -0.395
O: 4.324 -0.035 3.934  -0.673
C: -2.705 6.326 -5.287  -0.884
C: -1.515 -0.247 -0.440  -0.785
H: -0.371 -0.098 -13.228  0.305
C: 7.995 -2.536 11.694  -0.451
C: -1.626 -7.232 -6.107  -0.568
C: -2.719 -9.362 -4.690  -0.556
C: -2.550 -0.667 -1.481  -0.443
C: 4.151 1.435 6.308  -0.743
C: -2.386 -8.187 -4.026  0.201
C: -0.161 -1.844 2.704  -0.060
C: -3.112 0.146 1.124  -0.503
C: -2.732 5.829 -7.763  -0.952
H: 1.219 -2.563 1.220  0.484
H: -1.019 5.431 -6.431  0.517
H: -6.127 2.373 -7.191  0.438
H: -4.658 5.527 -8.750  0.198
C: 7.445 0.172 11.407  0.166
C: -2.412 -6.727 -0.489  -0.688
C: 7.223 3.903 12.219  -0.516
H: -2.175 -0.310 -2.459  0.248
C: -2.881 5.558 -3.958  -0.242
C: 7.276 -0.690 10.329  -0.546
C: -2.505 -9.471 -6.054  -0.491
C: 7.873 -0.329 12.638  0.309
C: -4.160 2.530 -7.927  0.618
C: -4.105 1.086 -2.028  0.086
H: -2.757 1.191 1.190  0.364
O: 6.795 2.057 10.162  -0.671
C: -2.065 -0.089 -10.535  0.056
H: 4.859 2.615 7.950  0.440
C: 1.771 1.049 6.239  0.213
H: -1.429 3.938 -3.511  0.204
C: -1.763 -0.625 -11.708  0.465
C: -4.979 0.841 -6.208  -1.153
H: -3.712 6.590 -5.654  0.406
C: -1.426 -5.873 -4.036  0.533
H: -3.142 -10.193 -4.140  0.478
C: 2.190 -1.327 2.674  -0.810
H: -4.508 0.143 -6.908  0.272
H: -0.586 -0.811 -0.608  0.347
H: 6.939 4.299 11.252  0.476
H: 8.218 -3.590 11.802  0.398
C: 7.550 -2.039 10.473  -0.541
O: -2.002 -0.705 0.833  -0.118
C: 7.403 2.535 12.383  0.263
C: 3.225 0.084 4.439  0.545
H: 8.243 2.498 15.671  0.473
H: -1.011 -2.352 2.273  0.362
H: 0.631 1.957 7.814  0.469
C: -1.613 -5.790 -2.563  0.214
C: 7.411 4.760 13.290  -0.496
C: 8.152 -1.684 12.775  -0.613

The total charge is +1. The value obtained for the electronic energy is -132657.1520 eV. Its HOMO-LUMO gap is 7.40 eV.

=====

[2]
C37H55I3O27S3 | ωB97M-V/def2-TZVPD

Each line ends with the Mulliken charge.
Cartesian coordinates (Å):
H: 2.858 0.732 6.613  0.383
C: -6.842 1.836 -4.469  0.593
H: 7.272 -1.224 0.545  0.302
H: 1.892 -3.728 2.829  0.288
H: 7.202 0.146 2.708  0.390
H: -1.428 -3.033 -6.608  0.252
C: -2.692 -4.643 -4.904  -1.368
O: 1.590 2.342 -5.676  -0.224
C: 6.690 -2.039 0.991  -0.527
C: 5.050 2.741 9.688  -0.595
C: -11.672 -1.336 -6.340  0.512
C: 0.540 -0.899 -3.337  -0.454
O: -8.516 -1.986 -5.228  -0.562
H: 3.470 -5.421 2.202  0.350
H: 2.403 1.792 11.871  0.292
H: 1.778 3.385 11.089  0.221
H: -3.424 -4.328 -5.657  0.364
C: 4.142 3.064 10.996  -0.775
O: -2.685 -0.066 -4.014  -0.577
O: 3.862 2.414 -5.406  -0.555
H: -0.678 -5.411 -4.813  0.233
C: 0.707 3.064 -6.518  0.488
O: 0.078 -4.288 -7.194  -0.334
H: 1.908 -0.162 -1.031  0.367
C: -12.911 -2.155 -6.641  -1.452
H: 3.449 -6.188 3.810  0.300
H: -11.118 -0.150 -8.064  0.311
O: 4.394 -4.375 3.734  -0.319
H: -4.757 1.369 -4.120  0.200
O: -1.202 0.115 -2.279  -0.364
H: -2.614 -3.866 -4.139  0.316
O: -10.789 -2.059 -5.497  -0.327
H: 1.052 1.286 -1.620  0.306
H: 0.980 3.819 2.873  0.326
S: 6.540 3.706 7.666  -0.135
C: 0.920 -5.353 3.862  -1.534
C: -1.604 -0.322 -3.510  0.480
C: 3.670 1.252 7.270  -0.747
C: 2.857 2.712 -6.029  0.598
H: 0.036 -4.740 4.065  0.364
O: 5.514 -2.222 0.225  -0.320
H: 3.474 0.850 8.378  0.226
H: -13.536 -1.671 -7.397  0.378
C: -7.726 0.728 -3.933  -1.267
H: 2.877 3.811 2.717  0.304
H: 7.297 -2.949 0.993  0.333
C: 4.742 3.515 8.297  0.422
O: 3.465 -1.206 0.314  -0.629
H: 0.432 3.995 -6.006  0.238
C: 2.123 -4.468 3.604  0.562
H: -13.505 -2.292 -5.732  0.346
C: 4.545 -1.462 0.818  0.536
O: 2.383 3.464 7.922  -0.208
O: -5.260 3.366 -3.886  -0.303
H: 6.645 -0.660 4.164  -0.075
O: -1.494 -5.807 -6.646  -0.354
H: 1.561 2.506 -8.446  0.314
I: 4.374 5.142 11.781  0.033
C: -0.532 2.245 -6.820  -1.383
H: 0.495 0.480 -0.164  0.391
C: -0.534 -5.457 -7.552  0.579
O: -6.608 5.209 -4.039  -0.585
H: 1.122 -0.085 -3.783  0.245
C: 1.553 3.331 -7.726  -0.498
H: -1.158 2.730 -7.575  0.396
H: 0.708 -5.999 3.005  0.379
H: -1.126 2.108 -5.910  0.266
H: 6.159 3.051 10.014  0.416
O: 1.801 5.404 9.444  -0.527
C: 3.852 -3.633 4.746  0.629
H: -6.660 1.693 -5.541  0.195
O: -0.259 -6.100 -8.551  -0.562
H: -0.258 -1.483 -1.420  0.209
H: 5.118 1.555 9.607  0.269
O: 4.356 4.964 8.319  -0.283
H: -7.207 -0.235 -3.937  0.443
S: 2.656 5.135 8.181  1.151
C: 2.175 3.406 4.898  -0.033
O: 4.497 -2.942 5.516  -0.613
O: -7.461 3.100 -4.291  -0.344
O: 2.069 6.177 7.187  -0.530
O: -0.636 -1.082 -4.103  -0.126
C: -0.709 -3.727 -6.159  -0.002
H: -12.644 -3.159 -6.992  0.356
O: -9.528 -0.943 -6.996  -0.285
C: -10.826 -1.069 -7.548  -0.491
H: 8.057 -1.302 3.297  0.418
H: 5.072 -0.725 6.017  0.016
H: -11.947 -0.406 -5.828  0.258
C: 3.368 -5.236 3.275  -0.504
C: 0.000 -0.574 -1.977  0.619
I: 4.779 5.103 4.801  0.065
C: -9.522 -1.688 -5.851  0.660
H: 5.891 -2.622 2.908  0.048
C: 3.403 3.641 5.765  -0.525
H: -0.081 -3.178 -5.450  -0.052
H: -8.632 0.639 -4.541  0.099
C: 2.590 2.549 10.966  -0.516
H: 7.013 4.797 8.458  0.209
C: -1.346 -4.933 -5.539  0.552
H: 4.646 2.427 11.876  0.556
O: 2.851 3.458 -7.174  -0.327
H: 2.433 1.879 9.991  0.016
H: 1.147 -1.809 -3.336  0.335
S: 5.307 0.573 6.554  1.116
H: -8.058 0.948 -2.912  0.358
H: 1.926 5.307 3.544  0.315
C: 1.991 4.146 3.406  -1.030
C: -5.558 1.993 -3.712  -0.293
O: 4.947 -1.025 2.049  -0.175
C: 0.924 0.302 -1.155  -1.406
O: 5.818 1.438 5.342  -0.453
C: 3.603 2.923 7.222  0.733
C: -6.457 3.999 -4.070  0.634
O: 6.408 0.391 7.643  -0.636
H: -10.818 -1.894 -8.268  0.322
H: -3.095 -5.550 -4.441  0.352
I: 0.478 2.132 5.439  -0.030
O: 2.493 -3.771 4.783  -0.329
H: -5.655 1.792 -2.639  0.277
H: 1.074 -5.979 4.749  0.367
C: 6.150 -1.714 2.351  0.908
H: -0.266 1.241 -7.170  0.356
H: 1.261 4.251 -8.242  0.331
C: 7.074 -0.838 3.173  -1.231

The value obtained for the electronic energy is -151341.7257 eV. Its HOMO-LUMO gap is 8.27 eV.